{"formula": "H25O13", "method": "ωB97M-V/def2-TZVPD", "lumo_ha": 0.111, "de_lowest_ev": 1.304, "charge": -1, "gap_ha": 0.3719, "species": ["O", "O", "O", "O", "O", "O", "O", "O", "O", "O", "O", "O", "O", "H", "H", "H", "H", "H", "H", "H", "H", "H", "H", "H", "H", "H", "H", "H", "H", "H", "H", "H", "H", "H", "H", "H", "H", "H"], "xyz": [[-20.168, 0.043, 10.847], [-16.374, -4.070, 11.049], [-16.192, -0.263, 9.053], [-14.109, -2.285, 11.677], [-16.089, -0.421, 11.673], [-17.693, -3.497, 13.365], [-17.560, 1.930, 10.883], [-15.931, -1.603, 14.020], [-18.523, 0.155, 13.119], [-18.285, -1.972, 10.482], [-13.826, 0.998, 11.290], [-15.691, 1.430, 13.471], [-13.139, -0.271, 13.498], [-14.698, 0.561, 11.239], [-17.181, -3.775, 12.599], [-20.826, 0.198, 11.542], [-17.137, -2.754, 13.519], [-15.591, -4.554, 11.402], [-16.166, -0.399, 10.079], [-18.642, -1.429, 9.788], [-12.893, 0.515, 13.987], [-17.586, -0.079, 13.095], [-15.035, -1.737, 14.374], [-14.871, -1.722, 11.629], [-18.530, 1.123, 13.224], [-15.613, 0.512, 8.900], [-16.004, -3.461, 10.435], [-15.902, -1.187, 13.166], [-13.324, 0.131, 12.648], [-15.801, 0.722, 12.816], [-14.157, -2.609, 12.624], [-13.409, 0.602, 10.550], [-16.111, 2.152, 13.057], [-17.134, 1.080, 11.192], [-16.914, 2.613, 10.939], [-19.026, -2.412, 10.898], [-19.325, 0.124, 11.332], [-16.805, -1.072, 11.600]], "atomic_forces_ev_per_a": [[-0.4284, 0.2142, 0.2067], [0.5563, -1.9807, 0.9532], [0.6774, 0.2431, 0.9402], [1.1968, -1.9337, 1.5645], [-0.4456, -0.4219, -0.0959], [-0.7126, -1.1049, -0.4413], [-0.6477, -1.2721, 0.4112], [0.1686, -1.0614, 2.0597], [-0.4516, 0.5536, 0.1729], [0.8601, -0.4892, 0.1767], [-0.7428, 0.6808, 0.1145], [0.6528, -0.4249, 1.1860], [0.6342, -0.3856, 1.0534], [-0.1271, 0.0181, 0.3827], [-0.5095, -0.7599, -0.6860], [0.3101, -0.1103, -0.3120], [0.5260, 1.4787, 1.4575], [-0.7676, 0.6569, -0.4718], [0.0875, 0.4024, -1.7496], [-0.3291, 0.4490, -0.3678], [-0.0737, 0.0642, 0.5104], [-0.0810, 0.1456, 0.2180], [-0.4839, 0.5900, -0.4943], [-0.9746, 1.0846, -0.2337], [0.2058, -0.5616, -0.0625], [-0.6463, -0.6450, 0.1617], [0.3961, 1.0471, -0.7535], [0.8325, 0.8679, -0.9574], [-0.3269, -0.0066, -0.8714], [0.0582, -0.3728, 0.0358], [0.2859, 0.6392, -1.7620], [1.0479, -0.5464, -1.1770], [-0.7205, 1.4641, -0.5849], [-0.1591, 0.9177, -0.4669], [0.9026, 0.5699, 0.0022], [-0.1799, 0.0282, 0.2313], [-0.2978, -0.0984, 0.0397], [-0.2932, 0.0603, -0.3903]], "lowdin_charge": [-0.091, -0.060, -0.135, -0.077, -0.403, -0.075, -0.066, -0.052, -0.056, -0.040, -0.043, -0.049, -0.074, 0.002, -0.034, 0.037, -0.057, 0.076, -0.011, 0.033, 0.033, -0.003, 0.064, -0.049, 0.059, 0.024, 0.021, -0.050, -0.042, -0.051, 0.062, 0.043, -0.004, 0.008, 0.013, 0.055, -0.011, 0.004]}

=====

{"formula": "H26KrO13", "method": "ωB97M-V/def2-TZVPD", "lumo_ha": -0.017, "de_lowest_ev": 0.503, "charge": 0, "gap_ha": 0.3436, "species": ["Kr", "O", "O", "O", "O", "O", "O", "O", "O", "O", "O", "O", "O", "O", "H", "H", "H", "H", "H", "H", "H", "H", "H", "H", "H", "H", "H", "H", "H", "H", "H", "H", "H", "H", "H", "H", "H", "H", "H", "H"], "xyz": [[0.082, -0.012, -0.748], [1.619, -2.264, -2.801], [1.430, -2.568, 1.902], [0.669, 3.234, 1.166], [3.483, -1.454, -0.431], [-2.298, 0.378, 1.737], [-1.142, -2.970, -1.929], [-1.969, 2.384, -2.372], [0.220, 0.247, 2.988], [2.567, 2.658, -0.733], [-1.932, 2.897, 0.650], [-1.347, -2.304, 2.063], [-3.533, -2.166, -0.335], [0.956, 2.384, -3.040], [-3.130, -2.741, 0.315], [1.928, -1.587, -3.403], [-1.947, 2.692, -1.466], [-1.735, 0.465, 2.506], [-1.724, -2.410, -2.442], [-3.156, 0.145, 2.092], [0.487, -2.656, 2.039], [2.976, -1.556, -1.237], [1.666, -3.075, -3.308], [1.253, 1.725, -3.667], [-2.929, -1.426, -0.408], [1.875, 2.943, -0.137], [0.982, 4.094, 1.450], [-1.028, 3.094, 0.897], [1.686, 2.479, -2.428], [0.858, -0.411, 2.713], [2.857, 1.817, -0.379], [3.017, -1.984, 0.215], [-1.441, -1.393, 1.786], [-2.121, 2.063, 1.080], [1.789, -3.422, 2.145], [-0.263, -2.746, -2.233], [0.706, 0.816, 3.587], [-1.448, -2.277, 3.015], [-1.049, 2.292, -2.617], [1.087, 2.617, 1.767]], "atomic_forces_ev_per_a": [[0.0025, 0.0239, 0.1189], [-0.0002, 0.0447, 0.2456], [0.8476, 0.2997, 0.0472], [0.3886, 0.1538, 0.0589], [0.4603, 0.3647, 0.0734], [-0.1466, -0.3050, -0.1165], [-0.0727, -0.3268, 0.1487], [-0.4191, -0.1702, -0.3793], [-0.2110, 0.4256, 0.0761], [0.6578, 0.0354, -0.5204], [-0.5368, 0.5674, -0.3676], [0.2788, -0.8096, 0.0890], [-0.5616, 0.1145, -0.0282], [-0.4380, -0.0635, -0.5483], [0.2871, -0.2045, 0.1076], [-0.0188, 0.2781, -0.2269], [-0.0921, 0.0948, 0.6164], [0.6033, 0.1821, 0.3673], [-0.3121, 0.0848, -0.0557], [-0.5162, -0.0567, -0.0830], [-0.9615, 0.0014, -0.2873], [-0.2774, -0.2249, -0.2300], [0.1314, -0.3624, -0.1335], [-0.0361, -0.0805, -0.2444], [0.2273, 0.1956, -0.0541], [-0.5623, 0.1287, 0.1566], [0.0184, 0.4911, 0.1089], [0.2188, 0.0643, -0.0343], [0.4101, 0.1549, 0.7240], [0.3061, -0.5888, -0.2980], [0.1890, -0.3752, -0.0154], [-0.3488, -0.1175, 0.2635], [-0.2134, 0.6345, -0.3690], [-0.2279, -0.4536, -0.0336], [0.2098, -0.1753, 0.0849], [0.3795, 0.2405, -0.0386], [0.0416, 0.0930, 0.3259], [-0.1713, -0.0160, 0.3204], [0.4899, 0.0797, -0.1319], [-0.0240, -0.4226, 0.2628]], "lowdin_charge": [0.340, -0.061, -0.054, -0.026, -0.071, -0.066, -0.084, -0.088, -0.040, -0.059, -0.068, -0.042, -0.054, -0.073, 0.016, 0.056, -0.020, 0.023, 0.029, 0.082, -0.016, -0.023, 0.064, 0.036, 0.000, -0.016, 0.091, -0.029, -0.013, 0.025, 0.036, -0.003, -0.017, -0.022, 0.047, -0.039, 0.055, 0.061, -0.039, 0.063]}

=====

{"formula": "H26NeO13", "method": "ωB97M-V/def2-TZVPD", "lumo_ha": -0.032, "de_lowest_ev": 1.587, "charge": 0, "gap_ha": 0.3269, "species": ["Ne", "O", "O", "O", "O", "O", "O", "O", "O", "O", "O", "O", "O", "O", "H", "H", "H", "H", "H", "H", "H", "H", "H", "H", "H", "H", "H", "H", "H", "H", "H", "H", "H", "H", "H", "H", "H", "H", "H", "H"], "xyz": [[0.173, 0.339, -0.182], [1.650, -2.290, -2.392], [-2.895, 2.026, -1.955], [-3.346, -1.176, 2.131], [0.396, 1.174, -2.846], [3.042, -0.156, -0.341], [1.009, 3.746, 1.638], [-1.801, -2.966, 0.609], [-1.136, 0.643, 2.528], [2.090, 2.457, -0.725], [1.136, -4.112, 0.643], [0.657, -1.376, 3.160], [-2.163, -0.086, -3.918], [-1.242, 2.910, 0.491], [-1.989, -1.021, -3.814], [1.248, -3.338, 0.092], [-2.875, -1.848, 1.640], [-1.418, 0.345, -3.499], [-3.460, 1.387, -1.521], [2.907, 2.805, -1.082], [-1.530, -3.811, 0.970], [2.337, -1.712, -2.723], [-2.197, -3.182, -0.235], [-1.296, 2.080, 0.965], [0.943, -1.699, -2.134], [-2.674, -0.539, 2.374], [-0.488, -0.035, 2.720], [2.218, 1.509, -0.711], [1.733, -3.971, 1.379], [-0.412, 3.293, 0.772], [3.713, 0.392, 0.067], [1.383, -1.850, 2.754], [0.099, -2.061, 3.529], [-1.428, 0.945, 3.388], [1.042, 0.843, -3.470], [2.981, -0.924, 0.226], [1.490, 3.334, 2.357], [1.589, 3.659, 0.881], [-2.275, 2.297, -1.278], [0.792, 1.969, -2.488]], "atomic_forces_ev_per_a": [[-0.0654, -0.1068, 0.0776], [-0.0094, -0.3775, 0.2015], [-0.0995, 0.0504, -0.3410], [-0.6890, -0.0457, 0.4119], [-0.0827, -0.5093, -0.1775], [0.0609, 0.0739, -0.2379], [0.2510, 0.5066, 0.3849], [0.0888, 0.1407, 0.0039], [-0.4360, 0.3993, -0.1361], [0.0273, 0.7407, -0.0861], [-0.1271, -0.1393, 0.2646], [0.1635, 0.1043, 0.1281], [-0.2467, -0.3683, -0.3342], [-0.8894, -0.0802, -0.8030], [-0.0017, -0.2406, -0.0601], [-0.0680, 0.2041, -0.4832], [0.2179, -0.2813, -0.2946], [0.1862, 0.5480, 0.3468], [-0.1332, -0.1737, 0.0093], [0.2309, 0.2180, -0.2035], [0.2534, -0.2668, 0.1013], [0.2188, 0.1466, -0.0239], [-0.1797, 0.0245, -0.2748], [0.0214, -0.2896, 0.3302], [-0.2928, 0.3240, 0.0219], [0.2714, 0.3631, -0.1583], [0.5746, -0.4148, -0.0689], [-0.2417, -0.6985, 0.1264], [0.2022, -0.1835, 0.1607], [0.2209, 0.0788, 0.3455], [0.3551, 0.0899, 0.1903], [0.1171, -0.0075, -0.1374], [-0.2877, -0.2410, 0.1253], [-0.0963, 0.3103, 0.2253], [0.1084, -0.0331, -0.3125], [-0.1382, -0.2411, 0.0222], [-0.0442, -0.1220, 0.2341], [0.2490, -0.2382, -0.4642], [0.3413, 0.3384, 0.4974], [-0.0316, 0.3970, 0.3881]], "lowdin_charge": [0.055, -0.041, -0.055, -0.071, -0.042, -0.039, -0.036, -0.037, -0.043, -0.040, -0.036, -0.023, -0.058, -0.061, 0.018, 0.011, -0.034, -0.025, 0.031, 0.061, 0.044, 0.029, 0.058, -0.010, 0.016, -0.028, -0.009, -0.015, 0.023, -0.030, 0.054, 0.038, 0.065, 0.067, 0.044, 0.047, 0.057, 0.014, -0.016, 0.022]}